This record from OMol25 describes a 2-piece molecular cluster, C4H12 overall. The level of theory is the ωB97M-V functional and the def2-TZVPD basis.

Calculated values
Structure (SMILES): CC.CC
DFT total energy: -4342.336 eV
Frontier orbital gap: 12.911 eV
Total charge: 0

The geometry in XYZ format:
```
16
C4H12 (the ωB97M-V functional and the def2-TZVPD basis)
C 1.375 0.896 0.932
H 1.227 2.668 2.186
H -0.927 -1.624 -0.069
H -1.434 -0.839 -3.008
H 1.370 1.185 3.062
C 0.889 1.629 2.197
H 0.819 -0.032 0.794
H 2.393 0.552 1.130
H 1.391 1.522 0.046
H -1.398 -0.068 -0.599
H -1.023 -2.420 -2.537
H -0.189 1.605 2.341
C -0.830 -1.373 -2.283
C -1.421 -1.124 -0.885
H -2.456 -1.454 -0.947
H 0.216 -1.123 -2.360
```

This record from OMol25 describes C32H33N4OSiZn as an isolated structure. The level of theory is the ωB97M-V functional and the def2-TZVPD basis.

Calculated values
DFT total energy: -98020.416 eV
Frontier orbital gap: 6.428 eV
Total charge: +1

The geometry in XYZ format:
```
72
C32H33N4OSiZn (the ωB97M-V functional and the def2-TZVPD basis)
C 4.373 -0.724 2.500
H -3.817 2.798 -3.368
C -0.971 2.889 3.092
C 0.273 3.374 3.439
Si -2.096 -2.441 0.373
H 0.431 4.363 3.939
H 4.694 -2.423 1.189
H 1.486 -4.368 -3.248
C 2.828 -1.514 0.865
H -1.238 -3.619 2.240
H 2.983 -5.369 -1.623
H -2.466 0.332 1.463
H -5.060 0.685 -2.964
N 1.741 -1.771 -1.212
H 5.222 -0.871 3.108
C 0.471 2.613 -1.148
H -1.245 -1.838 2.557
H -3.161 1.293 2.733
C -1.027 1.730 2.373
H 1.968 1.857 -2.546
N 0.006 1.041 1.983
H 3.625 -4.085 0.401
C -1.558 1.251 -1.429
C -2.106 0.007 -1.250
C 2.621 -4.331 -1.510
N -1.484 -0.922 -0.366
C -1.045 -2.617 1.848
H -4.473 -1.680 0.617
H 2.391 2.914 3.436
N 1.997 -0.514 1.166
C -2.407 1.280 1.919
C 0.302 -1.760 -3.130
C 2.058 4.994 -1.458
H -3.862 -1.154 -1.771
C 2.963 -3.670 -0.351
H -0.601 3.771 0.252
H -2.220 -4.828 -0.670
H -2.789 1.955 1.168
C 2.323 0.432 2.105
H 3.144 3.811 -2.796
C 2.473 -2.384 -0.263
C 0.221 3.770 -0.399
H 2.714 5.829 -1.510
C 2.302 3.810 -2.123
H -1.635 -3.647 -1.732
C 0.949 4.925 -0.592
C 4.007 -1.663 1.539
H 0.555 5.867 -0.097
O -0.255 1.460 -0.895
H 0.034 -2.449 -3.958
H -3.765 -2.212 2.209
H -0.624 -4.169 -0.347
H -1.948 3.237 3.367
H 0.627 -0.766 -3.426
C 1.374 2.578 3.127
C -3.343 2.030 -2.765
C 1.202 1.416 2.385
C 1.339 -2.457 -2.270
C -3.842 -2.376 1.094
C 1.771 -3.756 -2.401
H 0.031 -2.741 1.747
H -0.574 -1.490 -2.478
H -4.315 -3.369 0.920
C -1.671 -3.892 -0.684
C -3.358 -0.218 -1.839
Zn 0.226 -0.420 0.225
C -4.036 0.814 -2.535
C -2.087 2.213 -2.203
H -1.507 3.098 -2.357
C 1.549 2.637 -1.986
H 3.803 1.089 3.525
C 3.506 0.342 2.789
```

| no. | strongest force on any atom (eV Å⁻¹) |
| --- | --- |
| 1 | 1.19 |
| 2 | 2.94 |